P:
ORCA calculation (the ωB97M-V functional and the def2-TZVPD basis) on the molecule C7H8NPS2.

The value obtained for the LUMO energy is 0.4 eV. The value obtained for the frontier orbital gap is 0.304 hartree. Its spin multiplicity is 1.

The geometry in XYZ format:
```
19
Properties=species:S:1:pos:R:3:lowdin_charge:R:1
C -3.0001 -0.7990 1.1899 -0.314
P -2.3436 0.2398 -0.1421 0.103
S -3.7135 0.4878 -1.4750 0.207
N -0.6371 -0.7836 -0.4131 -0.111
C 0.4582 0.0245 -0.5188 -0.393
C 1.6932 -0.4208 -1.1129 -0.026
C 2.7525 0.5242 -1.1147 -0.109
C 2.6101 1.7093 -0.4256 -0.184
C 1.5214 2.1182 0.2376 -0.148
C 0.4109 1.2568 0.2530 -0.541
S -1.2014 1.7269 0.7812 0.731
H -3.1914 -0.5722 2.2548 0.060
H -3.9315 -1.2587 0.7135 0.045
H -2.2703 -1.5972 1.1417 0.016
H -0.4769 -1.6681 -1.0031 0.129
H 1.6711 -1.4605 -1.5232 0.112
H 3.7909 0.3219 -1.6042 0.134
H 3.4675 2.5043 -0.5475 0.140
H 1.4216 3.1167 0.8562 0.148
```

---

Q:
ORCA calculation (the ωB97M-V functional and the def2-TZVPD basis) on the molecule C7H8NPS2.

The value obtained for the LUMO energy (spin up / spin down) is -2.8 / -2.8 eV. The value obtained for the frontier orbital gap (spin up / spin down) is 0.180 / 0.176 hartree. Its spin multiplicity is 1.

The geometry in XYZ format:
```
19
Properties=species:S:1:pos:R:3:lowdin_charge:R:1
C -0.0755 -2.4540 0.0254 -0.070
C 0.6087 -2.9402 1.1044 -0.049
C -0.2250 -1.1267 -0.2325 -0.039
C 1.1631 -1.9557 1.8610 -0.153
C 0.2612 -0.0944 0.6349 -0.298
C 1.1889 -0.5330 1.6778 -0.593
C -0.6076 2.8559 -2.2131 -0.390
N -0.2192 1.1037 0.2745 0.026
P -1.6559 1.5034 -1.3331 0.423
S -2.9881 2.3848 -0.0646 -0.065
S 2.3842 0.2275 2.6847 0.736
H -0.5025 -3.1934 -0.5488 0.093
H 0.9800 -3.9045 1.1052 0.102
H -0.7402 -0.7649 -1.1470 0.052
H 1.7952 -2.2223 2.7297 0.086
H -1.2095 3.0697 -3.1160 0.012
H -0.4782 3.8554 -1.8124 0.013
H 0.3756 2.3627 -2.5656 0.045
H -0.0551 1.8259 0.9356 0.069
```

---

Most stable to least stable, the ends of the list are P and Q.

---

P:
ORCA calculation (the ωB97M-V functional and the def2-TZVPD basis) on a cluster of 3 separate species, C2H12NO2 in total.

The value obtained for the LUMO energy is -3.2 eV. The value obtained for the frontier orbital gap is 0.430 hartree. Its spin multiplicity is 1. Its charge is +1.

The geometry in XYZ format:
```
17
Properties=species:S:1:pos:R:3:lowdin_charge:R:1
C 1.2710 0.8631 -1.0250 -0.056
C -0.0781 0.2873 -0.6872 -0.177
N 0.0448 -0.8718 0.3052 0.168
H 1.6385 0.4968 -1.9793 0.090
H 1.1900 1.9265 -0.9882 0.081
H 2.0647 0.6346 -0.3106 0.087
H -0.7660 0.9541 -0.1764 0.095
H -0.6411 -0.0512 -1.5489 0.127
H -0.1281 -0.5953 1.2679 0.157
H 0.9936 -1.2574 0.3304 0.118
H -0.5217 -1.6666 0.0125 0.168
H 1.6121 -3.2784 2.0571 0.073
H 2.0678 -2.0404 2.8074 0.073
O 1.5637 -2.3104 2.0250 -0.049
H -3.1280 2.7724 -0.3439 0.051
H -2.9333 2.4113 -1.7994 0.049
O -2.6194 2.1887 -0.9175 -0.054
```

---

Q:
ORCA calculation (the ωB97M-V functional and the def2-TZVPD basis) on a cluster of 3 separate species, C2H12NO2 in total.

The value obtained for the LUMO energy is -3.1 eV. The value obtained for the frontier orbital gap is 0.472 hartree. Its spin multiplicity is 1. Its charge is +1.

The geometry in XYZ format:
```
17
Properties=species:S:1:pos:R:3:lowdin_charge:R:1
C -0.6088 -1.6581 1.6979 -0.118
C -1.0027 -0.4998 0.9485 -0.142
N 0.3082 0.4395 0.3535 0.187
H -1.2922 -2.0045 2.4680 0.099
H -0.5162 -2.5315 0.9977 0.113
H 0.2054 -1.4123 2.3457 0.082
H -1.6447 -0.6878 0.0340 0.137
H -1.6282 0.2474 1.5425 0.139
H 0.8112 0.8223 1.1934 0.173
H -0.0416 1.3670 -0.0579 0.102
H 0.7264 0.0676 -0.4456 0.047
H 1.4533 -1.8522 -2.3078 0.046
H 1.7020 -0.5061 -2.8083 0.042
O 1.4371 -0.9548 -2.0272 -0.010
H 0.7631 3.0204 -1.0756 0.057
H -0.4998 3.2855 -1.8156 0.060
O -0.1724 2.8575 -1.0429 -0.015
```

---

R:
ORCA calculation (the ωB97M-V functional and the def2-TZVPD basis) on a cluster of 3 separate species, C2H12NO2 in total.

The value obtained for the LUMO energy is -3.3 eV. The value obtained for the frontier orbital gap is 0.401 hartree. Its spin multiplicity is 1. Its charge is +1.

The geometry in XYZ format:
```
17
Properties=species:S:1:pos:R:3:lowdin_charge:R:1
C -0.6473 2.4336 1.2112 -0.084
C -0.9337 1.8862 -0.1614 -0.178
N -0.2321 0.5323 -0.3696 0.207
H -0.8757 1.6973 1.9709 0.083
H 0.3069 2.9519 1.3657 0.096
H -1.1841 3.3129 1.5500 0.093
H -1.9796 1.7280 -0.3688 0.124
H -0.5439 2.6160 -0.8778 0.133
H 0.7372 0.8199 -0.4816 0.172
H -0.6096 0.0334 -1.1850 0.136
H -0.4541 -0.0698 0.4210 0.166
H 3.6076 -3.2673 1.0718 0.043
H 2.4326 -4.0337 1.5948 0.021
O 2.6426 -3.3141 1.0151 -0.063
H -0.1388 -2.9367 -2.2773 0.047
H -1.5343 -2.2848 -2.2954 0.052
O -0.5937 -2.1051 -2.1838 -0.047
```

---

Most stable to least stable, the ends of the list are P and Q.

---

P:
ORCA calculation (the ωB97M-V functional and the def2-TZVPD basis) on a cluster of 3 separate species, C2H12NO2 in total.

The value obtained for the LUMO energy is -3.1 eV. The value obtained for the frontier orbital gap is 0.473 hartree. Its spin multiplicity is 1. Its charge is +1.

The geometry in XYZ format:
```
17
Properties=species:S:1:pos:R:3:lowdin_charge:R:1
C -1.5632 2.0114 -0.1141 -0.072
C -1.1614 0.5489 -0.0964 -0.195
N 0.2683 0.3528 -0.5274 0.164
H -2.5664 2.1119 0.3029 0.092
H -1.6282 2.4593 -1.1108 0.088
H -0.8626 2.6045 0.4594 0.081
H -1.8035 -0.1348 -0.6432 0.127
H -1.2150 0.2045 0.9382 0.131
H 0.9049 0.4239 0.2713 0.132
H 0.3194 -0.6487 -0.8016 0.086
H 0.6311 0.9286 -1.2735 0.166
H 2.0961 -0.8363 2.1833 0.061
H 3.1643 -0.7576 1.1055 0.064
O 2.2863 -1.1239 1.2807 -0.044
H 1.1167 -2.9064 -0.3874 0.071
H -0.3893 -2.8817 -0.8669 0.078
O 0.4025 -2.3563 -0.7201 -0.031
```

---

Q:
ORCA calculation (the ωB97M-V functional and the def2-TZVPD basis) on a cluster of 3 separate species, C2H12NO2 in total.

The value obtained for the LUMO energy is -3.1 eV. The value obtained for the frontier orbital gap is 0.454 hartree. Its spin multiplicity is 1. Its charge is +1.

The geometry in XYZ format:
```
17
Properties=species:S:1:pos:R:3:lowdin_charge:R:1
C 0.3599 -1.7416 0.6631 -0.053
C 0.2722 -0.2388 0.8389 -0.195
N 0.2823 0.6825 -0.3495 0.195
H 0.8009 -2.0753 -0.2711 0.076
H 0.9565 -2.1232 1.4830 0.087
H -0.6251 -2.1967 0.7017 0.086
H -0.6681 0.0475 1.3144 0.115
H 1.0020 0.1526 1.5328 0.126
H 1.2356 0.9537 -0.5925 0.174
H -0.2610 1.5214 -0.1244 0.137
H -0.1647 0.3577 -1.2030 0.135
H 0.0903 -2.1126 -3.2480 0.055
H -0.0255 -0.8147 -3.9646 0.053
O -0.0832 -1.1770 -3.0712 -0.062
H -0.5232 3.4885 2.0532 0.058
H -1.6788 2.6022 2.4440 0.060
O -0.9701 2.6738 1.7932 -0.048
```

---

Most stable to least stable, the ends of the list are P and Q.

---

P:
ORCA calculation (the ωB97M-V functional and the def2-TZVPD basis) on a structure of composition C4H9N2O2.

The value obtained for the LUMO energy is 3.5 eV. The value obtained for the frontier orbital gap is 0.227 hartree. Its spin multiplicity is 1. Its charge is -1.

The geometry in XYZ format:
```
17
Properties=species:S:1:pos:R:3:lowdin_charge:R:1
C 0.4547 0.2378 -0.6397 -0.298
N 1.2468 1.2525 -0.0387 -0.107
C 0.7376 2.2675 1.0191 -0.579
O 0.7356 1.8496 2.2568 -0.307
C -0.1721 -0.6444 0.4623 -0.183
N -1.4571 -1.2877 0.1394 0.074
C -1.5025 -1.9338 -0.9292 -0.348
O -0.4850 -2.2007 -1.9237 -0.061
H -0.3231 0.8083 -1.1969 0.103
H 0.9996 -0.3977 -1.3339 0.092
H 2.0211 1.6650 -0.5323 0.064
H -0.2365 2.5948 0.5079 0.078
H 1.4188 3.1298 0.7797 0.065
H -0.2538 0.0174 1.3245 0.085
H 0.5513 -1.4242 0.7240 0.123
H -0.8992 -1.2305 -1.8745 0.083
H -2.2783 -2.6788 -1.1149 0.115
```

---

Q:
ORCA calculation (the ωB97M-V functional and the def2-TZVPD basis) on a cluster of 2 separate species, C4H9N2O2 in total.

The value obtained for the LUMO energy is 0.9 eV. The value obtained for the frontier orbital gap is 0.176 hartree. Its spin multiplicity is 1. Its charge is -1.

The geometry in XYZ format:
```
17
Properties=species:S:1:pos:R:3:lowdin_charge:R:1
N -2.2088 0.1286 -0.6852 -0.014
C -1.6400 -0.1110 0.5979 -0.342
C -0.1372 -0.0117 0.5007 -0.275
N 0.2621 -0.7394 -0.6805 -0.079
C 1.5608 -0.2760 -1.1740 -0.192
C 2.5165 -0.2032 0.0246 -0.749
O 3.0646 -1.3018 0.3738 -0.115
O 2.6542 0.9467 0.5472 -0.119
H -2.7935 0.9008 -0.4519 -0.019
H -1.8949 -1.1057 1.0450 0.147
H -2.6976 1.1545 1.7053 0.205
H -2.0897 0.7060 1.2894 -0.001
H 0.3646 -0.3431 1.4065 0.117
H 0.0855 1.0621 0.4388 0.119
H -0.5121 -0.5483 -1.3520 0.073
H 1.9539 -1.0487 -1.9588 0.125
H 1.5117 0.7903 -1.6269 0.119
```

---

Most stable to least stable, the ends of the list are P and Q.

---

P:
ORCA calculation (the ωB97M-V functional and the def2-TZVPD basis) on the molecule C2HN3O3.

The value obtained for the LUMO energy is -1.2 eV. The value obtained for the frontier orbital gap is 0.327 hartree. Its spin multiplicity is 1.

The geometry in XYZ format:
```
9
Properties=species:S:1:pos:R:3:lowdin_charge:R:1
O 0.9964 1.8559 0.4050 0.078
C 0.3623 0.8539 -0.0828 -0.209
N -1.2425 1.1118 -0.3645 0.113
N -2.0247 0.2282 -0.1134 0.094
O -1.4179 -1.1571 0.2387 -0.143
N -0.1075 -1.4424 0.2497 0.111
C 0.8098 -0.5282 -0.2228 -0.292
O 2.1893 -0.6410 -0.1731 0.026
H 2.4480 -1.7007 -0.3336 0.223
```

---

Q:
ORCA calculation (the ωB97M-V functional and the def2-TZVPD basis) on the molecule C2HN3O3.

The value obtained for the LUMO energy is -0.7 eV. The value obtained for the frontier orbital gap is 0.373 hartree. Its spin multiplicity is 1.

The geometry in XYZ format:
```
9
Properties=species:S:1:pos:R:3:lowdin_charge:R:1
O 2.3001 0.9605 -0.3229 0.071
C 1.9880 -0.1593 0.1869 -0.067
O 0.6258 -0.8058 -0.1643 0.043
C -0.4079 -0.0390 -0.2901 -0.512
N -0.8331 1.1970 0.0183 0.107
N -2.2234 1.0763 -0.0311 0.006
N -2.5507 -0.1767 0.0085 0.070
O -1.3633 -0.9122 -0.2712 0.053
H 2.4645 -1.1408 0.8661 0.229
```

---

Most stable to least stable, the ends of the list are Q and P.

---

P:
ORCA calculation (the ωB97M-V functional and the def2-TZVPD basis) on a cluster of 2 separate species, C10H16O in total.

The value obtained for the LUMO energy (spin up / spin down) is -3.7 / -7.3 eV. The value obtained for the frontier orbital gap (spin up / spin down) is 0.370 / 0.264 hartree. Its spin multiplicity is 2. As for the expectation value of S²: 0.767. Its charge is +1.

The geometry in XYZ format:
```
27
Properties=species:S:1:pos:R:3:lowdin_charge:R:1
C 0.6677 -1.5627 -1.4978 -0.176
C 1.2687 -2.8769 -1.9858 -0.080
C 0.4570 -1.4044 -0.0436 -0.125
C 1.2154 -2.1266 0.9042 0.036
C -0.4634 -0.3918 0.3600 0.025
C 1.0710 -1.8359 2.2197 0.078
C -0.5885 -0.0566 1.6686 0.047
C 0.1270 -0.8278 2.6076 -0.243
O -0.0639 -0.7423 3.8962 0.191
H 1.2966 -0.7407 -1.8661 0.151
H -0.2877 -1.4162 -2.0071 0.132
H 1.7513 -2.7662 -2.9609 0.088
H 1.8632 -2.9275 0.6022 0.123
H -1.1364 -0.0016 -0.3823 0.121
H 1.6977 -2.2444 2.9781 0.138
H -1.2274 0.7324 2.0648 0.139
H -0.7388 -0.0677 4.1260 0.167
H 0.5510 -3.6977 -2.0790 0.093
H 2.0938 -3.2620 -1.3969 0.063
C -1.3683 2.8287 -0.6502 -0.182
C -1.0207 4.2428 -1.1426 -0.149
H -1.5021 2.8538 0.4359 0.054
H -2.3320 2.4897 -1.0281 0.069
H -0.5776 2.1218 -0.8884 0.041
H -1.9121 4.8580 -1.2266 0.069
H -0.6303 4.1690 -2.1561 0.063
H -0.2112 4.6529 -0.5518 0.065
```

---

Q:
ORCA calculation (the ωB97M-V functional and the def2-TZVPD basis) on a cluster of 2 separate species, C10H16O in total.

The value obtained for the LUMO energy (spin up / spin down) is -4.0 / -7.9 eV. The value obtained for the frontier orbital gap (spin up / spin down) is 0.356 / 0.212 hartree. Its spin multiplicity is 2. As for the expectation value of S²: 0.763. Its charge is +1.

The geometry in XYZ format:
```
27
Properties=species:S:1:pos:R:3:lowdin_charge:R:1
C -0.5699 -0.2953 -1.8425 -0.344
C -0.1517 -1.6850 -1.4128 -0.093
C -0.4955 0.0561 -3.3076 -0.102
H -1.5828 -0.3138 -1.4227 0.108
H -0.0533 0.4920 -1.3937 0.038
H -0.4624 -2.3345 -2.1249 0.041
H -0.0883 1.1003 -3.5361 0.096
H -0.3965 -2.0930 -0.4061 0.052
H 0.9843 -1.4477 -1.2687 0.120
H 0.0555 -0.5584 -4.0202 0.077
H -1.5319 0.1315 -3.6471 0.074
C -0.2146 2.5302 0.5670 0.019
C -0.6404 -0.8423 1.8741 0.079
C -0.8836 0.4729 1.4217 0.022
C 0.7396 -1.1317 1.9771 -0.294
C 0.1931 1.3285 1.3162 -0.217
C 1.6387 -0.2379 2.1531 0.039
C 1.3892 1.0968 1.8962 0.088
O 1.0876 -2.4196 2.2991 0.143
H -1.3180 -1.5881 2.1684 0.128
H -1.9323 0.8898 1.5120 0.172
H 0.4446 -3.1052 1.8899 0.191
H 2.5980 -0.5433 2.4849 0.155
H -0.0988 2.3192 -0.5176 0.128
H 0.3791 3.2887 0.8134 0.055
H 2.0463 1.9236 1.9828 0.144
H -1.1364 2.9662 0.5438 0.083
```

---

Most stable to least stable, the ends of the list are P and Q.